No. 1
Computed, not measured: a structure of composition C17H19BrIrN2O5PS2 in a non-equilibrium geometry, with ωB97M-V/def2-TZVPD.

```
48
Properties=species:S:1:pos:R:3:lowdin_spin:R:1
Ir -0.26530 0.03697 0.53091 0.134
S 0.45125 0.04518 -1.65310 0.074
C 1.79655 0.90005 -1.10697 -0.035
S 1.90228 0.82328 0.56875 0.185
C 2.65581 1.66804 -1.92394 0.258
C 3.63752 2.50416 -1.33465 0.022
N 4.39343 3.21930 -0.84039 0.142
C 2.47128 1.70140 -3.32858 0.021
N 2.28839 1.72889 -4.46561 0.144
Br -3.04475 -0.29222 -3.88650 0.000
C -2.72471 -1.83143 -2.83391 0.000
C -2.80337 -3.09348 -3.39846 0.000
C -2.56534 -4.20444 -2.60016 0.000
C -2.25316 -4.05987 -1.25710 0.000
C -2.16309 -2.78753 -0.70714 0.000
C -2.41467 -1.66846 -1.49700 0.002
C -1.83276 -2.66448 0.74640 0.002
O -2.18603 -3.45595 1.56233 0.004
O -1.07488 -1.57661 1.09895 0.018
H -3.06450 -3.20747 -4.44127 0.000
H -2.63352 -5.19266 -3.03420 0.000
H -2.07750 -4.92130 -0.62770 0.000
H -2.40885 -0.67135 -1.07625 0.002
C -4.28351 1.63347 1.37115 0.000
C -2.92337 1.54080 2.01373 0.005
O -2.01138 2.52055 1.41770 0.002
P -0.86006 2.19495 0.40468 0.007
O 0.17464 3.34675 0.63530 -0.003
C 0.79322 3.63516 1.92794 0.003
C 0.04594 4.73016 2.64741 0.001
O -1.32705 2.42926 -1.06053 0.003
C -1.71267 3.72169 -1.64318 0.000
C -3.21431 3.84851 -1.66936 0.000
H -4.92830 0.85578 1.78032 0.000
H -4.21408 1.49807 0.29092 0.000
H -4.73934 2.60198 1.57350 0.000
H -2.50984 0.53573 1.90415 0.004
H -2.95404 1.77745 3.07400 0.000
H 1.80922 3.93791 1.68619 0.001
H 0.83553 2.71729 2.51963 0.001
H -0.01371 5.62083 2.02305 0.000
H 0.58015 4.98390 3.56296 0.000
H -0.96317 4.41548 2.90750 0.000
H -1.28985 3.70337 -2.64442 0.000
H -1.24069 4.51940 -1.07220 0.000
H -3.65937 3.01612 -2.21419 0.000
H -3.48756 4.77678 -2.17124 0.000
H -3.62104 3.87203 -0.65847 0.000
```

Results
Charge   +1
E_LUMO (spin up / spin down)   -5.366 / -7.211 eV
E   -134989.09450 eV
Spin multiplicity   2
Energy above the lowest of the compared OMol25 structures with the same formula, charge and spin   0.000 eV
⟨S²⟩   0.812
F_max   1.568 eV/Å
HOMO-LUMO gap (spin up / spin down)   0.2436 / 0.1759 Ha



No. 2
Computed, not measured: an isolated molecule of C3H10N2O in a non-equilibrium geometry, with ωB97M-V/def2-TZVPD.

```
16
Properties=species:S:1:pos:R:3:lowdin_charge:R:1
C 1.32935 1.16956 -0.12273 -0.103
N 0.75294 -0.10612 0.24013 -0.192
C 1.71466 -1.18227 0.20160 -0.102
O -0.62339 -0.37358 -0.70233 -0.096
C -1.61070 -0.22788 0.23201 -0.419
N -2.75441 0.51531 -0.21107 0.024
H 1.73620 1.14841 -1.14236 0.084
H 0.54285 1.92145 -0.07412 0.083
H 2.14136 1.41337 0.56879 0.093
H 2.19184 -1.26680 -0.78412 0.083
H 1.21331 -2.12188 0.42982 0.084
H 2.49763 -1.00111 0.94417 0.092
H -1.07160 0.36027 1.06218 0.119
H -1.87960 -1.18823 0.70502 0.117
H -3.54712 -0.11529 -0.28776 0.062
H -2.63330 1.05479 -1.05921 0.070
```

Results
Charge   0
E_LUMO   0.954 eV
E   -8297.69092 eV
Spin multiplicity   1
Energy above the lowest of the compared OMol25 structures with the same formula, charge and spin   3.813 eV
F_max   4.449 eV/Å
HOMO-LUMO gap   0.3523 Ha
SMILES string   CN(C)OCN



No. 3
Computed, not measured: a structure of composition C4H7I2N in a non-equilibrium geometry, with ωB97M-V/def2-TZVPD.

```
14
Properties=species:S:1:pos:R:3:lowdin_charge:R:1
C -1.80617 0.35517 1.83738 -1.325
C 0.42919 -0.87649 -1.60655 -0.134
C 0.79752 0.49743 -0.82588 -0.198
C 0.69560 0.18271 0.77343 -0.430
N -0.36585 -0.61260 1.09962 -0.034
I -3.37418 -0.91443 2.22483 0.752
I -1.98082 2.38552 2.08790 0.780
H 0.26090 -1.78141 -0.97675 0.060
H -0.35401 -0.74602 -2.38615 0.058
H 1.28706 -1.09745 -2.29615 0.059
H 0.17758 1.35420 -1.35205 0.123
H 1.88958 0.65369 -0.87042 0.076
H 1.46489 -0.57086 0.90975 0.101
H 0.87870 1.17053 1.38105 0.111
```

Results
Charge   0
E_LUMO (spin up / spin down)   -1.312 / -1.312 eV
E   -21946.53531 eV
Spin multiplicity   1
Energy above the lowest of the compared OMol25 structures with the same formula, charge and spin   5.065 eV
F_max   8.875 eV/Å
HOMO-LUMO gap (spin up / spin down)   0.2463 / 0.2463 Ha



No. 4
Computed, not measured: an isolated molecule of C15H26O in a non-equilibrium geometry, with ωB97M-V/def2-TZVPD.

```
42
Properties=species:S:1:pos:R:3:lowdin_charge:R:1
C -0.67990 -3.50541 3.24392 -0.102
C -0.41419 -3.47745 1.71801 -0.200
C 0.36269 -2.20862 1.34934 -0.367
O 1.71350 -2.29417 1.89801 -0.050
C 0.37793 -1.83334 -0.14026 -0.308
C 1.10952 -2.95330 -0.97207 -0.048
C 1.06094 -0.50844 -0.34846 -0.051
C 0.39436 0.61301 -0.80363 -0.041
C 1.00415 2.00799 -0.84014 -0.264
C 0.31349 2.77406 -1.94650 -0.159
C 0.37967 4.21717 -1.45805 -0.014
C 0.71416 4.26975 -0.13418 -0.254
C 0.79863 5.51964 0.65736 -0.048
C 0.87882 2.87272 0.45592 -0.456
C 2.08507 2.69634 1.40745 -0.030
C -0.36358 2.56464 1.27363 -0.040
H -1.06145 -2.54325 3.60309 0.076
H -1.44971 -4.23988 3.44857 0.064
H 0.20582 -3.76703 3.85197 0.074
H 0.13726 -4.37267 1.40171 0.115
H -1.38791 -3.47076 1.19994 0.119
H -0.14763 -1.40488 1.88674 0.131
H 1.66470 -2.49622 2.85927 0.090
H -0.65068 -1.79012 -0.50896 0.138
H 0.50928 -3.84045 -0.96694 0.056
H 1.30418 -2.63183 -2.00871 0.081
H 2.08268 -3.20080 -0.53274 0.080
H 2.07416 -0.38817 -0.04593 0.106
H -0.63710 0.48620 -1.02514 0.096
H 2.07985 1.89741 -1.11035 0.157
H 0.82301 2.63620 -2.91913 0.121
H -0.72595 2.51611 -2.10498 0.105
H 0.17978 5.07844 -2.05674 0.094
H 0.60065 6.35103 0.01062 0.067
H -0.01970 5.46752 1.40663 0.093
H 1.77892 5.68000 1.11761 0.083
H 2.06591 3.43923 2.21507 0.080
H 2.99169 2.88841 0.86709 0.072
H 2.14760 1.67897 1.83893 0.091
H -0.42304 3.19383 2.17180 0.091
H -1.23522 2.76383 0.69229 0.084
H -0.41693 1.53974 1.57335 0.066
```

Results
Charge   0
E_LUMO   0.824 eV
E   -18023.39603 eV
Spin multiplicity   1
Energy above the lowest of the compared OMol25 structures with the same formula, charge and spin   1.514 eV
F_max   3.886 eV/Å
HOMO-LUMO gap   0.3464 Ha
SMILES string   CC[C@@H](O)[C@H](C)/C=C/[C@H]1CC=C(C)C1(C)C